i.
Here is the molecule C6H8N2O from the Open Molecules 2025 dataset. Energies are from wB97M-V/def2-TZVPD.

- Lowest unoccupied orbital energy: 0.768 eV
- SMILES: [H]/N=C1\C[C@@H]1[C@](C)(O)C#N
- Frontier orbital gap: 0.38178 hartree

XYZ file:
```
17
C6H8N2O wB97M-V/def2-TZVPD
H 3.33915 0.41996 -0.05668
N 2.50707 0.00801 -0.47964
C 1.45172 0.64729 -0.30460
C 0.68167 1.86132 0.01834
C 0.02827 0.66148 -0.66416
C -0.83854 -0.30450 0.12022
C -0.77558 -1.71237 -0.48192
O -2.14886 0.21314 0.16679
C -0.25498 -0.37409 1.50671
N -0.01778 -0.46153 2.62379
H 0.46048 2.06082 1.05786
H 0.83315 2.75018 -0.57651
H -0.27554 0.76539 -1.69783
H -1.32418 -2.41965 0.13928
H -1.21102 -1.69289 -1.47920
H 0.26049 -2.03382 -0.55636
H -2.71553 -0.38875 0.66391
```

Mulliken atomic charge list, values in e, 8 entries: 0.2680 -0.6460 0.3410 -0.6438 -0.6820 1.6652 -1.5765 -0.5672


ii.
Here is the molecule C6H8N2O from the Open Molecules 2025 dataset. Energies are from wB97M-V/def2-TZVPD.

- Lowest unoccupied orbital energy: -0.072 eV
- SMILES: CC1=N[C@]1(C)N1CC1=O
- Frontier orbital gap: 0.31184 hartree

XYZ file:
```
17
C6H8N2O wB97M-V/def2-TZVPD
C -1.65529 -1.79065 -0.13411
C -0.59942 -0.86777 0.33492
N 0.29086 -1.05848 1.22878
C 0.85701 0.05784 0.53369
C 2.19041 -0.14018 -0.10985
N 0.39094 1.34352 0.77038
C -0.16354 1.93130 -0.52134
C -1.05149 1.25130 0.42366
O -2.09832 1.41828 0.99269
H -1.71383 -2.67538 0.50624
H -2.61442 -1.26929 -0.13953
H -1.44085 -2.10460 -1.15904
H 2.30838 -1.14503 -0.51478
H 2.39693 0.57972 -0.90096
H 2.96549 -0.01856 0.65537
H 0.15351 1.47302 -1.44926
H -0.21637 3.01498 -0.51687
```

Mulliken atomic charge list, values in e, 8 entries: -1.1048 0.3496 -0.6265 0.8683 -1.0658 -0.4449 -0.3180 0.4808


iii.
Here is the molecule C6H8N2O from the Open Molecules 2025 dataset. Energies are from wB97M-V/def2-TZVPD.

- Lowest unoccupied orbital energy (spin up / spin down): 0.245 / 0.243 eV
- Frontier orbital gap (spin up / spin down): 0.28978 / 0.28975 hartree

XYZ file:
```
17
C6H8N2O wB97M-V/def2-TZVPD
C 0.76277 -1.33256 -0.22195
C 0.21075 -0.88237 -1.34969
C 0.51369 -0.73188 1.11976
C -0.55400 1.09605 -0.20456
C 0.74758 -1.15292 2.33287
C -1.01575 2.26291 -0.63524
N -0.00991 0.66469 0.92949
N 0.13692 -0.94539 -2.68837
O 0.86629 1.68604 1.58566
H 1.20418 -2.35168 -0.21988
H 0.68054 -0.37017 3.05398
H 1.26224 -2.14786 2.62339
H -1.20288 3.09182 0.05211
H -1.24225 2.45471 -1.68666
H -0.31514 -0.09141 -3.00399
H 0.01397 -1.78426 -3.24765
H 0.78728 1.64176 2.54613
```

Mulliken atomic charge list, values in e, 8 entries: -0.8858 0.2111 0.7936 0.2654 -0.8135 -0.7282 -0.0229 -0.4328


Ranking the structures above by stability puts i first and iii last.